Record 1
36
Properties=species:S:1:pos:R:3:forces:R:3:lowdin_charge:R:1 method="wB97M-V/def2-TZVPD" molar_mass_g_mol=424.97 e_lumo_ev=5.3 multiplicity=1 de_lowest_kj_mol=40.54 total_charge=-2 fmax_ha_per_bohr=0.0281 gap_ev=5.61
C -0.1643 2.2239 -0.8904 0.84 0.29 0.43 -0.18
C 1.0166 1.5112 -1.2061 0.09 0.25 0.94 -0.19
C 1.6731 1.2004 0.0583 -0.65 0.46 -0.19 -0.25
H 1.4795 1.3706 -2.1877 -0.30 -0.10 0.40 0.09
C 0.8589 1.7305 1.1181 0.28 0.28 -1.06 -0.17
C -0.2419 2.3669 0.5231 0.48 0.21 -0.46 -0.19
H -1.0113 2.9233 1.0343 0.02 -0.13 0.05 0.07
H -0.8286 2.7196 -1.5940 0.01 -0.41 0.06 0.07
H 2.7175 0.9424 0.1522 -0.14 -0.39 -0.04 0.05
H 1.1608 1.7623 2.1620 -0.23 -0.16 -0.13 0.08
Mg 0.5076 -0.7294 -0.2130 -0.56 0.41 -0.36 0.57
Cl 0.4285 -2.6074 -1.5390 -0.89 -0.12 -0.11 -0.09
C 3.2914 -2.4320 -0.5952 0.13 1.10 0.10 -0.29
C 3.7981 -1.7684 0.5556 0.47 0.32 -0.72 -0.22
C 4.4286 -0.5581 0.1280 -0.13 -0.52 -0.44 -0.26
H 3.6960 -2.1213 1.5778 0.24 -0.04 -0.06 0.05
C 4.2206 -0.4273 -1.2765 -0.02 -0.94 0.63 -0.23
C 3.4797 -1.5629 -1.7181 0.69 -0.02 0.71 -0.24
H 3.1229 -1.7208 -2.7333 0.10 -0.10 0.23 0.05
H 2.8362 -3.4142 -0.5808 -0.14 0.28 -0.12 0.03
H 4.9795 0.1309 0.7630 -0.19 0.03 -0.04 0.05
H 4.5921 0.3706 -1.9117 -0.14 0.04 0.09 0.06
F -3.0177 -2.2175 1.8337 -0.11 1.08 0.49 0.13
C -3.1361 -0.8618 1.9435 0.26 0.32 -0.94 -0.48
F -4.4034 -0.5960 2.3875 0.79 -0.32 -0.09 0.11
F -2.2751 -0.4043 2.8835 -0.80 -0.72 -0.42 0.14
C -2.7347 -0.1860 0.5263 0.11 -0.57 0.45 -0.30
O -1.4190 -0.3543 0.3805 -1.40 0.31 -0.15 -0.18
C -3.5844 -0.8449 -0.6510 0.62 -0.26 -0.43 -0.50
F -4.8959 -1.0603 -0.3511 0.46 -0.06 -0.10 0.11
F -3.5643 -0.0236 -1.7461 -0.20 -0.90 0.57 0.12
F -3.0597 -2.0189 -1.0289 -0.38 0.53 0.22 0.14
C -3.3475 1.3082 0.5446 1.08 0.48 -0.11 -0.48
F -4.7113 1.3478 0.5606 0.62 -0.04 -0.12 0.11
F -2.9503 1.9999 1.6413 -0.40 -0.38 -0.42 0.12
F -2.9418 2.0010 -0.5507 -0.61 -0.21 1.14 0.12

Record 2
120
Properties=species:S:1:pos:R:3:forces:R:3:mulliken_spin:R:1 method="wB97M-V/def2-TZVPD" molar_mass_g_mol=720.60 e_lumo_ev="1.6 / 1.6" multiplicity=2 de_lowest_kj_mol=941.75 total_charge=-1 fmax_ha_per_bohr=0.2790 gap_ev="1.89 / 9.78"
H 0.2976 2.2717 5.4304 -6.43 2.68 -1.87 0.07
H 0.9710 1.2671 6.4643 -0.18 2.19 -1.98 0.03
O 1.0563 1.9505 5.6997 6.91 -4.30 3.95 -0.01
H -3.3900 -2.5503 1.9418 0.53 -0.41 0.79 0.01
H -2.9639 -3.7957 1.0254 2.29 -1.78 0.12 0.02
O -3.5625 -3.1032 1.1800 -2.71 1.43 0.61 -0.07
H 3.5107 -0.3725 -2.0037 -0.33 -0.97 -0.92 -0.03
H 3.5547 -0.0045 -0.7336 0.95 2.50 2.97 -0.08
O 3.2623 -0.7573 -1.1533 -0.52 -2.11 -2.11 0.20
H -1.4287 -1.0411 4.3404 -0.32 -1.01 -1.82 0.04
H -1.4447 -2.3467 3.4202 1.16 -3.08 0.30 -0.01
O -1.6710 -1.4640 3.4277 -1.25 3.99 0.75 0.07
H -1.7366 -5.4049 -2.6118 -0.09 0.86 -0.70 0.00
H -0.6683 -4.4471 -2.3190 0.21 -0.24 -0.25 0.02
O -1.3132 -4.6123 -3.0134 -0.94 -1.04 0.30 0.03
H 4.4856 3.3426 -0.9770 0.95 -0.23 -0.20 0.02
O 4.4402 3.4680 -1.9434 3.03 1.50 2.50 -0.03
H -0.3661 6.1063 0.6802 -1.06 0.56 3.11 -0.01
O -0.2868 6.2059 -0.2307 2.76 -2.76 -1.94 0.03
H -3.2611 0.2532 5.9171 4.91 -3.31 4.42 0.02
H -3.9118 0.0124 4.4810 0.80 0.78 2.32 0.03
O -3.8220 0.5507 5.3347 -5.56 2.55 -6.72 -0.08
H -4.5526 -0.0009 -2.3977 0.53 0.19 0.80 0.00
H -2.9966 0.2194 -2.7147 1.78 0.36 1.79 0.00
O -3.8551 0.0867 -3.0414 -1.70 0.31 -1.74 0.02
H -3.6327 0.8762 1.3663 -0.25 0.67 0.53 -0.01
H -3.2566 -0.0727 0.3677 1.02 -1.76 -1.30 0.05
O -3.8455 0.6458 0.4641 -0.88 1.47 0.77 -0.03
H 3.0477 -4.4302 2.4549 -0.58 1.63 2.10 -0.01
H 1.9850 -3.8162 1.8569 -0.03 1.61 2.52 0.04
O 2.4162 -3.6855 2.8052 0.59 -3.15 -4.71 -0.05
H 0.4687 -2.6254 4.7508 -0.32 -1.88 -0.39 0.05
O 0.1175 -3.5627 4.6267 -0.27 1.81 0.89 -0.05
H 1.2986 2.2289 -1.4614 -0.66 1.05 0.36 -0.05
H 2.1045 1.3139 -2.2395 0.40 -0.64 -1.02 -0.01
O 1.7485 1.4011 -1.3649 0.02 0.04 0.54 0.15
H 0.1837 -0.1989 5.2123 2.05 -1.46 -0.49 0.03
H -0.6974 0.8117 5.2935 -1.46 -1.09 -0.02 0.10
O -0.7352 -0.1834 5.4115 -0.52 2.39 0.81 -0.17
H 1.2914 -1.1991 0.6008 0.16 -1.05 0.12 -0.01
H 0.0940 -0.6536 1.0673 -0.56 -1.22 0.21 0.02
O 0.4435 -1.5793 0.9270 0.82 2.61 -0.39 0.14
H 3.2622 4.3693 0.5610 -0.14 -0.88 0.20 0.04
H 2.1782 3.7044 1.5826 0.80 -0.39 -0.68 0.08
O 2.6258 4.4982 1.2668 -0.63 1.23 0.46 -0.12
H 0.5251 -6.5212 -2.1151 -0.17 -4.67 -2.74 0.02
H 1.2814 -5.2323 -2.0856 -0.43 -0.25 0.31 0.02
O 0.5612 -5.7510 -1.6849 1.31 4.35 2.93 -0.07
H -1.8408 3.2701 3.7047 1.48 -3.18 2.54 0.07
H -2.3603 2.1338 4.7784 0.27 0.10 -0.48 0.05
O -1.5377 2.3976 4.3071 -2.04 3.00 -1.67 -0.23
H -4.8083 -4.0431 -2.3229 1.03 -1.51 0.79 0.00
O -4.3080 -4.8082 -1.9005 -1.41 1.58 0.75 0.01
H 2.5143 5.2391 -3.4938 -0.43 1.81 -1.85 0.01
H 3.1039 4.8377 -2.2048 1.40 0.59 1.21 0.01
O 2.4732 4.5906 -2.8425 -1.81 -1.82 0.22 -0.04
H -6.6262 -0.2877 -1.7584 -0.18 2.16 0.69 0.00
O -6.5929 0.4199 -1.0543 0.09 -2.81 0.44 -0.01
H -1.0785 -4.5533 -0.4576 -0.02 -0.08 1.15 0.01
H -1.0846 -5.6054 0.7152 1.16 -1.64 0.45 0.00
O -1.5066 -4.8548 0.3794 -1.46 1.84 -1.03 0.04
H -3.1600 4.9192 -2.9462 0.11 0.40 -0.82 0.00
H -2.9021 3.9403 -2.0941 -2.96 -3.41 11.69 0.00
O -2.6720 4.0943 -2.8686 1.86 2.65 -10.38 0.00
H -0.5020 1.0426 -3.0580 -1.10 -1.57 2.08 -0.02
H -0.5376 0.4300 -1.5198 -0.63 0.27 -1.85 0.02
O -1.0373 0.4721 -2.3920 1.61 1.25 -0.38 0.08
H 4.9597 1.1907 -2.7597 -1.28 0.88 -1.61 0.00
H 6.3796 1.3802 -2.4058 3.97 2.03 -1.50 0.01
O 5.6167 1.0171 -2.1296 -2.65 -3.13 2.95 -0.02
H -0.7425 0.2470 2.5102 0.61 0.87 -0.36 0.01
H -1.0197 1.6837 2.1747 -0.80 0.87 0.14 -0.01
O -0.3417 1.0405 2.0438 0.18 -2.12 0.28 0.11
H 3.9304 -2.6261 -1.8691 -3.50 2.57 2.83 0.03
H 4.6227 -4.0247 -1.8857 -0.43 0.52 0.20 -0.02
O 4.5220 -3.1486 -2.2782 3.82 -3.01 -2.92 0.00
H -0.6352 4.1373 -2.9922 0.18 1.88 -1.53 0.00
H -1.2065 5.3054 -3.8728 0.17 -0.43 0.28 0.00
O -0.3811 4.8708 -3.6367 0.60 -1.07 0.75 0.00
H 6.0209 -2.1921 0.3230 0.67 2.72 -1.78 0.01
H 5.7320 -1.7360 -1.0983 0.01 0.33 -0.33 0.00
O 6.1929 -1.3818 -0.3262 -0.52 -2.99 2.29 -0.04
H 0.2302 3.6385 2.4497 0.02 -0.72 -0.52 0.04
H 0.7530 4.5263 3.5159 0.36 0.28 0.46 0.01
O -0.0492 4.3359 3.0330 -0.43 0.56 -0.09 -0.08
H -4.3150 -2.1073 -4.3565 0.84 -0.48 0.75 0.00
H -4.1205 -0.6037 -4.6668 0.54 0.68 1.01 0.00
O -4.5752 -1.3907 -4.9033 -1.97 -0.79 -2.48 0.00
H -2.0455 -1.3630 -4.1928 -1.05 2.31 0.65 0.00
O -1.7734 -2.2180 -3.9966 1.50 -3.92 1.40 0.00
H 0.4876 -1.7056 -3.9243 -4.51 -2.39 0.65 0.01
H 2.0171 -2.0426 -4.0943 -1.24 0.34 0.11 -0.01
O 1.3003 -1.3760 -4.0661 5.67 2.12 -0.85 0.02
H -4.4997 -4.6994 -0.9268 0.37 -0.14 -1.50 0.00
H 3.6043 3.1320 -2.0608 -2.91 -1.54 -0.69 0.03
H -6.6541 1.3282 -1.2882 -0.14 0.46 -1.39 0.00
H 0.4172 5.4327 -0.2349 -1.65 2.19 -1.07 0.02
H 0.5664 -3.8879 3.8524 0.64 -0.05 -0.46 0.04
H -1.9268 -2.6337 -3.0792 -0.46 1.65 -2.07 0.00
O 3.6466 2.3364 -4.1337 0.49 -2.52 -1.42 0.02
H 3.3962 3.1219 -3.7144 -0.87 2.22 0.67 0.02
H 4.3470 2.5893 -4.7382 0.08 -0.06 -0.08 -0.01
O -0.0756 -3.1208 -1.1610 -0.74 0.47 -5.18 0.23
H 0.1885 -2.3064 -0.7329 -0.11 0.56 0.68 0.02
H -0.3139 -2.8327 -2.1986 1.09 -0.53 4.33 0.00
O 4.5482 2.0020 0.9484 1.23 -0.06 1.31 -0.04
H 4.5044 1.0538 0.9358 -1.22 -1.47 -1.32 0.02
H 5.1980 1.8647 1.6736 0.10 1.77 -0.30 0.02
O 2.1422 -1.3663 4.9586 -2.79 1.78 1.40 -0.26
H 2.3626 -1.4629 5.8815 0.17 -0.05 0.55 0.04
H 2.8252 -1.7548 4.5004 2.51 -1.72 -1.98 0.12
O -2.9820 -1.6493 -0.7038 -3.48 -2.29 1.47 0.17
H -3.9385 -2.0378 -0.9172 2.92 1.63 -0.16 -0.01
H -3.1177 -2.1315 0.2811 1.07 1.07 -2.84 -0.03
O -5.3106 3.7899 -0.7962 -1.55 -2.99 4.85 0.00
H -5.5958 3.6191 -1.6448 -0.75 -0.31 -3.34 0.00
H -5.8330 2.9628 -0.2955 2.50 3.36 -1.50 0.00
O 4.0259 0.2465 3.2271 -6.71 -12.68 0.25 0.09
H 4.4058 0.9655 3.2223 5.15 11.73 0.63 -0.02
H 3.1604 0.1748 3.7107 1.38 0.90 -0.61 0.03

no.,E_tot (Ha)
1,-2173.9188
2,-3057.1939